Here is a molecular structure, C42H63Cl3FeGeO2PSe4Te at a distorted geometry from the Open Molecules 2025 dataset. Energies are from ωB97M-V with the def2-TZVPD basis set.

Properties
Total energy = -455113.5061 eV
M = 1309.2 Da
Total charge = -1
Energy relative to the best compared isomer or geometry (same formula, charge and spin) = 35.7 kcal per mole
Spin multiplicity = 5
LUMO energy (alpha / beta) = 0.5 / -0.6 eV

```
118
Properties=species:S:1:pos:R:3:forces:R:3
Fe -9.008433 -6.720433 -19.096947 -0.1 -0.3 1.1
C -16.162848 -4.096337 -16.576250 -0.2 -0.4 0.0
C -15.619066 -5.252847 -17.451483 -1.0 -0.3 0.2
C -16.242708 -5.153551 -18.853433 -0.4 -0.5 0.7
C -16.057775 -6.618380 -16.818110 0.7 0.6 -0.7
C -14.128829 -5.224660 -17.594233 0.3 1.3 0.4
C -13.479853 -6.230998 -18.251744 1.3 -1.0 -0.6
C -12.087562 -6.209413 -18.384709 0.4 1.1 0.0
Se -11.188837 -7.609902 -19.420630 -0.6 0.6 0.7
C -11.173206 -8.951392 -18.064704 0.6 -0.6 0.3
C -12.303710 -9.745480 -17.887351 0.5 -0.1 0.0
C -12.251531 -10.814719 -17.018555 0.0 -0.4 0.0
C -11.108707 -10.962982 -16.216780 -0.2 0.5 -0.4
C -9.971768 -10.179886 -16.340943 0.3 0.4 -0.5
C -9.915145 -9.192287 -17.427971 -1.4 -0.4 0.7
O -8.868805 -8.527628 -17.768572 0.8 1.2 -0.4
C -8.808406 -10.510647 -15.389097 0.2 -1.1 0.3
C -9.353462 -10.777752 -13.923746 0.4 0.6 -1.0
C -8.146678 -11.849121 -15.858722 0.7 0.7 -0.4
C -7.661738 -9.471946 -15.315112 -0.9 -0.3 -0.5
C -13.319872 -11.904530 -16.980181 0.1 -0.1 -0.2
C -14.277376 -11.827592 -18.188643 0.3 -0.1 0.5
C -12.637405 -13.303549 -17.065390 -0.5 0.4 -0.2
C -14.119196 -11.804452 -15.667471 -0.4 -0.6 -0.7
C -11.262039 -5.141814 -17.855591 -1.6 -0.6 0.3
O -9.973868 -5.139488 -17.998181 1.4 -1.0 -1.1
C -11.974533 -4.103950 -17.133005 0.5 -0.6 -0.9
C -13.359752 -4.144534 -17.126753 0.3 -1.2 -0.4
C -11.340721 -2.948992 -16.338235 -0.2 -0.2 0.5
C -11.722158 -3.245542 -14.837606 0.4 0.5 -0.2
C -9.817314 -2.819701 -16.425826 0.5 0.4 0.5
C -11.935299 -1.604261 -16.813541 -0.6 -0.1 0.3
H -17.265235 -4.072216 -16.550872 0.3 -0.3 -0.1
H -15.856681 -3.117127 -16.947854 0.1 -0.1 0.0
H -15.823237 -4.211535 -15.542463 0.1 0.1 -0.1
H -17.331019 -5.083039 -18.778459 0.0 -0.1 -0.1
H -15.965713 -6.024055 -19.433328 -0.1 -0.3 -0.2
H -15.877273 -4.303468 -19.380328 0.3 0.8 -0.4
H -17.121943 -6.609828 -16.759596 -1.0 -0.2 0.0
H -15.673507 -6.732806 -15.806413 0.2 0.0 0.0
H -15.744042 -7.473123 -17.449509 -0.1 0.4 0.4
H -14.009788 -7.076828 -18.705020 0.1 0.3 0.2
H -13.192524 -9.565019 -18.469310 -0.1 0.1 -0.2
H -11.154248 -11.742609 -15.462436 0.3 0.1 -0.1
H -9.794917 -11.751879 -13.773248 -0.2 -0.4 -0.3
H -10.095188 -10.037114 -13.640954 0.0 0.2 0.1
H -8.513375 -10.732368 -13.248040 0.3 0.1 0.3
H -8.835417 -12.662796 -15.999465 -0.6 -0.3 0.1
H -7.380379 -12.174731 -15.146032 -0.1 0.1 0.1
H -7.634267 -11.727730 -16.827409 -0.2 0.2 0.2
H -8.042326 -8.489796 -15.038332 0.1 0.1 0.0
H -7.138467 -9.412654 -16.267010 -0.2 0.2 -0.1
H -6.953183 -9.829862 -14.591546 0.4 0.0 0.6
H -13.720850 -11.942082 -19.137763 -0.4 0.1 0.4
H -14.858908 -10.912116 -18.188781 0.0 0.3 -0.1
H -15.007824 -12.627719 -18.054973 0.0 -0.2 -0.3
H -11.844663 -13.340519 -17.810730 -0.1 0.1 -0.2
H -13.373268 -14.088649 -17.275743 0.0 0.1 0.0
H -12.189619 -13.539396 -16.125262 0.4 -0.3 0.7
H -14.700673 -10.885392 -15.636586 0.2 0.3 0.1
H -13.482465 -11.908052 -14.789848 0.0 0.2 0.0
H -14.858254 -12.613554 -15.661630 0.0 -0.1 0.2
H -13.859127 -3.284841 -16.753126 -0.4 0.3 0.6
H -11.323208 -4.209562 -14.520130 0.0 -0.1 -0.2
H -12.800634 -3.269337 -14.700448 -0.1 0.0 -0.1
H -11.314541 -2.505671 -14.129069 0.0 0.0 -0.4
H -9.309675 -3.769693 -16.238036 -0.1 0.2 -0.2
H -9.455023 -2.101141 -15.644045 -0.4 -0.4 -0.5
H -9.492023 -2.398913 -17.391143 -0.1 -0.4 0.2
H -12.981483 -1.450488 -16.464502 0.6 -0.1 -0.3
H -11.925347 -1.543323 -17.914357 0.1 0.0 0.4
H -11.346965 -0.787422 -16.395757 0.0 0.1 0.0
Se -10.079842 -6.166555 -22.633674 1.4 1.5 1.2
Se -9.347321 -4.406207 -23.938254 -0.9 -1.5 0.6
Te -11.187118 -7.126442 -25.642639 -0.6 -0.9 -0.2
Se -11.483490 -7.961968 -23.307519 0.2 0.8 -1.4
Cl -10.098866 -10.942107 -20.924929 -0.5 -0.7 -0.2
Ge -8.269272 -9.730057 -20.876319 0.3 2.0 1.0
Cl -7.468771 -9.674831 -22.975991 0.0 -0.3 -0.6
Cl -6.711285 -11.001598 -19.867144 -0.1 -0.2 -0.1
C -4.517939 -4.806925 -17.575795 -0.5 0.5 0.4
C -5.749154 -5.702604 -17.837254 0.0 -0.5 0.2
C -6.835548 -5.483648 -16.752011 0.7 1.2 0.0
C -5.301617 -7.215200 -17.757973 -0.1 1.0 -1.0
P -6.530301 -5.325360 -19.546204 -0.1 0.3 0.7
C -5.212746 -5.905508 -20.648442 -0.5 0.0 -0.9
C -3.926855 -5.346918 -20.750239 0.7 -1.0 0.7
C -2.914593 -6.039715 -21.442935 -0.7 0.4 -0.1
C -3.251876 -7.141859 -22.235997 -0.4 0.0 0.3
C -4.588299 -7.543476 -22.300760 0.1 1.1 0.8
C -5.580583 -6.951776 -21.508719 1.3 0.2 -0.3
C -6.619172 -3.408764 -19.972783 -0.8 -0.2 0.4
C -6.081801 -2.400278 -18.924432 0.7 -0.8 -0.5
C -8.167156 -3.156334 -20.050609 0.8 0.0 -0.7
C -5.943253 -3.092267 -21.339395 -1.0 -0.3 0.6
H -3.718906 -5.377399 -17.101115 0.1 0.0 -0.1
H -4.798886 -3.994890 -16.878814 0.2 -0.3 -0.4
H -4.152753 -4.348886 -18.501021 0.1 -0.2 0.7
H -6.471928 -5.742316 -15.747285 0.2 0.0 -0.2
H -7.727563 -6.075832 -16.887906 -0.4 -0.1 -0.3
H -7.081675 -4.394641 -16.730783 -0.2 -0.8 0.0
H -4.953214 -7.375797 -16.746403 0.1 -0.1 0.3
H -4.465682 -7.424339 -18.454817 -0.5 0.0 0.3
H -6.132083 -7.900338 -17.939942 0.0 0.0 -0.1
H -3.648918 -4.470298 -20.145776 -0.1 -0.6 -0.6
H -1.887372 -5.688111 -21.364822 -0.2 0.0 -0.2
H -2.503497 -7.694134 -22.807170 -0.1 0.3 0.2
H -4.913583 -8.299722 -22.947557 -0.2 -1.1 -0.9
H -6.605801 -7.284262 -21.635350 0.1 -0.1 0.4
H -6.423806 -2.595096 -17.923894 -0.2 -0.2 0.4
H -6.435302 -1.419579 -19.196861 -0.2 0.5 -0.2
H -4.983229 -2.357867 -18.901410 -0.3 -0.1 0.0
H -8.690860 -3.406017 -19.145636 0.0 -0.1 0.6
H -8.649842 -3.743530 -20.825457 0.1 -0.2 -0.3
H -8.370494 -2.114684 -20.301817 0.1 0.2 0.1
H -4.873896 -3.210857 -21.302260 0.3 0.0 0.0
H -6.163860 -2.047816 -21.537936 -0.1 0.3 -0.2
H -6.348595 -3.696359 -22.161605 0.1 0.1 0.2
```
Forces are in eV/Å.